Record 1
ORCA calculation (ωB97M-V/def2-TZVPD) on a molecular structure, C4H7N3O at a distorted geometry.

For the orbital gap, the calculation gives 6.8602 eV. As for the total charge: 0. The calculation puts the relative energy (zero: lowest compared OMol25 entry of this formula, charge and spin) at 233.7 kcal per mole. Its HOMO energy is -7.053 eV.

Each line ends with the Löwdin charge.
Cartesian coordinates (Å):
C: -1.19 -1.16 1.32  -0.116
C: -0.41 -0.47 0.22  -0.438
C: 1.58 0.65 -0.51  -0.533
C: -0.67 0.56 -0.66  -0.388
H: -2.42 -1.76 0.51  0.174
H: -1.58 -0.47 2.49  0.142
H: -0.05 -2.38 1.92  0.162
H: 1.62 -1.57 0.64  0.278
H: 3.50 0.61 -0.40  0.104
H: 0.29 2.27 -1.53  0.205
H: -2.71 0.55 -1.57  0.236
N: 1.00 -0.42 0.19  0.023
N: 2.63 1.23 -0.69  0.088
N: 0.38 1.28 -1.09  0.139
O: -1.97 1.09 -0.87  -0.076



Record 2
ORCA calculation (ωB97M-V/def2-TZVPD) on 2 unconnected molecules or ions with the total composition C2H6N2S at a distorted geometry.

For the orbital gap, the calculation gives 8.7861 eV. As for the total charge: 0. The calculation puts the relative energy (zero: lowest compared OMol25 entry of this formula, charge and spin) at 89.7 kcal per mole. Its HOMO energy is -8.283 eV.

Each line ends with the Löwdin charge.
Cartesian coordinates (Å):
C: 0.19 -0.23 -0.38  -0.590
C: 1.92 1.16 -0.48  0.043
N: -0.17 -0.79 -1.43  0.082
N: -2.00 -0.88 1.14  -0.333
S: -0.53 0.16 1.20  0.785
H: 2.08 0.55 -1.43  0.037
H: 1.55 2.11 -0.56  -0.029
H: 2.55 0.90 0.31  -0.025
H: -0.91 -1.30 -1.65  -0.011
H: -1.84 -1.47 1.94  -0.015
H: -2.84 -0.22 1.34  0.056



Record 3
ORCA calculation (ωB97M-V/def2-TZVPD) on a molecular structure, C20H18BCoF4N10Sb.

The expectation value of S² is 0.758. For the orbital gap (alpha / beta), the calculation gives 8.0555 / 8.0074 eV. As for the spin multiplicity: 2. As for the total charge: -2. The calculation puts the relative energy (zero: lowest compared OMol25 entry of this formula, charge and spin) at 0.0 kcal per mole. Its HOMO energy (alpha / beta) is -3.766 / -3.716 eV.

Each line ends with the Löwdin charge.
Cartesian coordinates (Å):
Co: -0.84 0.19 0.09  0.129
C: -3.03 -0.75 -3.16  -0.315
Sb: -2.69 0.71 -1.63  1.417
C: -4.64 0.73 -0.78  -0.312
C: -2.84 2.45 -2.85  -0.294
H: -3.96 -0.53 -3.69  -0.003
H: -3.09 -1.74 -2.70  -0.006
H: -2.20 -0.74 -3.86  -0.001
H: -5.38 0.86 -1.57  -0.002
H: -4.71 1.54 -0.06  -0.004
H: -4.81 -0.21 -0.26  0.008
H: -3.72 2.39 -3.48  0.001
H: -1.94 2.53 -3.45  0.003
H: -2.88 3.32 -2.20  0.014
N: 1.40 -2.56 -3.91  0.119
C: 1.48 -1.46 -3.09  -0.365
C: 0.47 -1.21 -2.15  -0.061
N: 0.52 -0.17 -1.33  -0.019
C: 1.55 0.68 -1.46  -0.101
C: 2.51 0.44 -2.42  -0.098
N: 2.50 -0.62 -3.23  0.119
H: 0.92 -3.37 -3.54  0.021
H: 2.27 -2.76 -4.37  0.083
H: -0.38 -1.88 -2.06  0.078
H: 1.59 1.53 -0.80  0.100
H: 3.32 1.15 -2.55  0.111
N: 6.47 -0.94 6.73  0.117
C: 5.61 -0.81 5.97  -0.211
C: 4.55 -0.64 5.03  -0.261
C: 4.53 0.47 4.18  -0.043
C: 3.51 0.63 3.27  -0.025
C: 2.47 -0.31 3.17  -0.248
C: 2.50 -1.42 4.03  -0.026
C: 3.52 -1.58 4.95  -0.043
C: 1.43 -0.15 2.22  -0.114
C: 0.54 -0.01 1.40  -0.035
H: 5.33 1.20 4.24  0.111
H: 3.49 1.49 2.61  0.117
H: 1.70 -2.14 3.97  0.117
H: 3.53 -2.44 5.61  0.111
F: 0.43 3.32 -2.96  0.079
B: 0.29 3.79 -1.63  -1.274
F: -0.50 2.85 -0.91  0.029
F: 1.56 3.88 -1.03  0.086
F: -0.35 5.04 -1.63  0.098
N: -4.33 1.22 5.23  0.041
C: -4.08 1.38 4.10  -0.453
N: -3.92 1.65 2.82  0.043
C: -2.94 1.15 2.14  -0.324
N: -2.14 0.76 1.41  0.062
N: -0.03 -4.92 -2.48  0.063
C: -0.54 -4.62 -1.47  -0.434
N: -1.11 -4.34 -0.33  0.041
C: -1.36 -3.08 -0.13  -0.361
N: -1.57 -1.95 0.03  0.119



Record 4
ORCA calculation (ωB97M-V/def2-TZVPD) on 4 unconnected molecules or ions with the total composition H8O4 at a distorted geometry.

For the orbital gap, the calculation gives 11.1787 eV. As for the total charge: 0. The SMILES is O.O.O.O. The calculation puts the relative energy (zero: lowest compared OMol25 entry of this formula, charge and spin) at 32.6 kcal per mole. Its HOMO energy is -10.841 eV.

Each line ends with the Löwdin charge.
Cartesian coordinates (Å):
O: 2.05 0.38 1.62  -0.138
H: 1.89 1.43 1.85  0.128
H: 1.61 0.27 0.77  -0.041
O: 0.11 -0.11 -0.42  0.026
H: 0.51 -0.26 -1.19  0.005
H: -0.20 -0.92 -0.11  -0.010
O: -1.05 -2.64 -0.14  -0.032
H: -1.78 -2.41 -0.72  0.065
H: -1.42 -3.06 0.63  0.049
O: -0.88 2.65 -0.75  -0.137
H: -0.01 3.06 -0.94  0.032
H: -0.82 1.62 -0.62  0.054